(A)
Density functional theory data (wB97M-V/def2-TZVPD) for a 9-piece molecular cluster, C21H60O9 overall.

```
! RIJCOSX wB97M-V def2-TZVPD def2/J DEFGRID3
* xyz 0 1
C -2.65546 1.95526 -4.09652
C -1.09546 1.86626 -4.12652
C -0.29146 2.79926 -3.39052
O -0.75046 0.61026 -3.77352
H -3.11046 2.77526 -4.52652
H -3.00246 1.80626 -3.05152
H -3.22246 1.13626 -4.45752
H -0.78746 1.82526 -5.18452
H 0.69854 2.51426 -3.19052
H -0.70846 3.13726 -2.29252
H -0.06446 3.84326 -3.87652
H 0.11154 0.48726 -3.96352
C 2.83154 0.20126 -3.25452
C 2.55854 -0.71774 -4.39552
C 2.06654 -2.02374 -3.83152
O 1.55254 -0.20374 -5.19052
H 1.96254 0.47626 -2.44652
H 3.48454 1.10126 -3.49852
H 3.66054 0.06026 -2.66952
H 3.30954 -0.95274 -4.87452
H 2.08454 -2.76774 -4.61452
H 1.15354 -2.12074 -3.34852
H 2.71654 -2.32874 -3.14052
H 2.03654 0.03326 -6.01152
C -0.76746 -3.53974 -0.93852
C -0.00846 -3.84574 0.27048
C 1.45054 -3.50774 0.05848
O -0.55046 -3.02774 1.30948
H -0.77746 -2.54474 -1.21252
H -1.89346 -3.84274 -0.71152
H -0.41246 -4.16874 -1.76852
H 0.00154 -4.81674 0.60148
H 1.86554 -4.27974 -0.60752
H 2.05754 -3.44974 1.02348
H 1.89854 -2.42174 -0.25052
H -0.32646 -3.37574 2.01548
C 1.36454 3.95326 5.19448
C 1.52354 3.22226 3.89748
C 0.63054 2.09126 3.72848
O 1.25854 4.22126 2.94748
H 0.28554 4.08226 5.36648
H 1.95554 4.83426 5.29548
H 1.49954 3.22926 6.25548
H 2.52354 2.90826 3.82148
H -0.45146 2.27226 3.88348
H 0.84854 1.31626 4.43848
H 0.72254 1.93426 2.57648
H 1.93654 4.72326 2.97448
C -4.40046 1.88826 -0.08052
C -5.40246 0.76326 -0.17552
C -4.82746 -0.50874 -0.90052
O -5.77946 0.37026 1.04648
H -4.91346 2.87226 0.65548
H -3.93846 2.20326 -1.06052
H -3.62046 1.63226 0.46448
H -6.33646 1.03126 -0.71352
H -5.47746 -1.34374 -0.85452
H -4.02046 -0.61574 -0.41152
H -4.54346 -0.20574 -2.04452
H -6.79046 0.25826 0.98948
C 3.31654 1.90226 0.38948
C 3.42154 0.37426 0.51048
C 4.83954 -0.17674 0.67248
O 2.58454 -0.06974 1.48548
H 2.32754 2.26326 0.24348
H 3.80354 2.23926 -0.43852
H 3.61154 2.29426 1.45948
H 2.90954 -0.11474 -0.41452
H 5.60554 0.12126 -0.09452
H 4.78854 -1.27274 0.93148
H 5.20454 0.23626 1.55648
H 1.69454 0.09026 1.43348
C -0.49546 0.41826 -0.34452
O -0.09646 -0.25174 0.78248
H -0.23046 -0.18674 -1.23352
H -0.08946 1.45926 -0.21652
H -1.49646 0.30326 -0.13952
H -0.36646 -1.21174 0.70848
C -3.36746 -1.44174 2.68448
O -4.58546 -2.00774 2.37948
H -2.56446 -2.14574 2.46148
H -3.37046 -1.32474 3.82048
H -3.08046 -0.50474 2.28448
H -4.79946 -1.24874 1.96648
C 1.69954 -2.92274 3.79448
O 0.78554 -3.95874 3.78648
H 1.84154 -2.37974 4.77048
H 1.25054 -2.36274 2.83148
H 2.80254 -3.31974 3.65748
H 0.93154 -4.62574 4.39348
*
```

## Properties
Kohn-Sham gap: 0.359 Eh

Here are the Mulliken charges for atoms 1 to 2, given in e: atom 1 (C): -1.09, atom 2 (C): 0.85

***

(B)
Density functional theory data (wB97M-V/def2-TZVPD) for a 9-piece molecular cluster, C21H60O9 overall.

```
! RIJCOSX wB97M-V def2-TZVPD def2/J DEFGRID3
* xyz 0 1
C -1.29371 2.71563 -1.06687
C -0.11916 3.22204 -0.25424
C -0.28666 4.70233 0.07264
O -0.00212 2.56772 0.92904
H -1.06011 1.80686 -1.62156
H -1.56279 3.43027 -1.84467
H -2.21763 2.72182 -0.48857
H 0.85425 3.08444 -0.72499
H 0.57158 5.13167 0.58954
H -1.08715 4.88057 0.79065
H -0.47039 5.25898 -0.84632
H 0.73694 3.00007 1.36317
C -5.11775 1.34433 2.64742
C -4.71777 0.30330 1.50053
C -5.82794 0.29160 0.37975
O -3.44232 0.80922 1.07283
H -6.08276 1.15432 3.11727
H -5.36471 2.30287 2.19101
H -4.41907 1.45785 3.47632
H -4.50776 -0.70338 1.86190
H -5.32216 0.17812 -0.57911
H -6.33605 1.25523 0.34284
H -6.57469 -0.49567 0.48297
H -2.79346 0.63700 1.75907
C -1.03472 -1.17673 5.30442
C -1.88152 -1.46540 4.07143
C -3.33938 -1.71662 4.24968
O -1.79252 -0.51876 3.08059
H -0.88321 -2.08995 5.87989
H -1.57244 -0.44793 5.91089
H -0.15420 -0.65172 4.93409
H -1.39269 -2.21043 3.44368
H -3.82987 -2.03123 3.32851
H -3.73383 -0.78065 4.64527
H -3.57878 -2.30975 5.13227
H -0.89339 -0.22025 2.92547
C 1.10684 -0.15081 -0.77280
C 1.43537 -0.61365 0.69513
C 2.80824 -0.06049 1.20840
O 0.42597 -0.03605 1.45188
H 0.02706 -0.07399 -0.90043
H 1.32557 -0.97198 -1.45540
H 1.67136 0.74571 -1.02909
H 1.39226 -1.70099 0.63229
H 3.20819 -0.46557 2.13794
H 2.71952 1.02051 1.31647
H 3.42604 -0.40263 0.37813
H 0.11151 0.78395 1.06419
C -2.37361 -1.20824 -2.88019
C -2.56912 -0.49593 -4.29361
C -1.20388 -0.01285 -4.79043
O -3.06719 -1.49336 -5.25360
H -3.27309 -1.64873 -2.45005
H -2.10375 -0.43737 -2.15837
H -1.63096 -2.00036 -2.97568
H -3.25924 0.34526 -4.22850
H -0.72211 0.63198 -4.05545
H -1.19962 0.54360 -5.72770
H -0.47275 -0.78319 -5.03566
H -2.79084 -1.29107 -6.15044
C 2.53788 2.46576 -3.53865
C 3.37884 3.72055 -3.89084
C 4.73241 3.35114 -4.62619
O 2.79175 4.54442 -4.82786
H 3.05468 1.66066 -3.01633
H 2.10831 2.14397 -4.48736
H 1.61933 2.81162 -3.06457
H 3.57138 4.20656 -2.93438
H 5.31548 2.66155 -4.01579
H 5.37942 4.22503 -4.70234
H 4.62624 2.92160 -5.62235
H 2.69326 4.03311 -5.63437
C 4.03589 -2.46040 3.84805
O 4.45961 -3.51786 4.75218
H 3.62194 -2.95310 2.96828
H 3.25405 -1.89513 4.35528
H 4.81857 -1.78442 3.50373
H 5.10068 -4.15396 4.42660
C 4.46492 -3.79453 0.14218
O 5.64177 -3.26314 0.64894
H 3.88995 -4.08973 1.01989
H 3.77284 -3.06826 -0.28403
H 4.60576 -4.65381 -0.51351
H 6.09029 -3.85144 1.26078
C -0.27776 -3.91444 0.39952
O 1.01688 -4.46752 0.23488
H -0.90745 -4.72744 0.76092
H -0.33294 -3.11202 1.13517
H -0.53908 -3.58658 -0.60662
H 1.01329 -5.11372 -0.47505
*
```

## Properties
Kohn-Sham gap: 0.363 Eh

Here are the Mulliken charges for atoms 1 to 2, given in e: atom 1 (C): -1.11, atom 2 (C): 0.70

***

Energy comparison, zero being the most stable, in kcal/mol: (A) 198.7; (B) 0.0.

***

(A)
Density functional theory data (wB97M-V/def2-TZVPD) for a 2-piece molecular cluster, C2H8N2O3 overall.

```
! RIJCOSX wB97M-V def2-TZVPD def2/J DEFGRID3
* xyz 0 1
H -0.03470 0.29845 2.96479
N 0.29093 0.87985 2.14558
N -0.65049 0.88119 1.32258
C -1.79541 0.14044 1.74313
O -0.58092 1.39384 0.19697
H -2.40076 0.57336 2.62123
H -2.54266 0.07160 0.94061
H -1.45263 -0.87910 2.06572
C 1.97175 -0.54613 -2.30097
O 0.61737 -0.89972 -2.43236
O -0.01268 -0.73732 -1.18820
H 2.39329 -1.31583 -1.72599
H 2.05202 0.50596 -1.98226
H 2.43992 -0.65495 -3.29140
H -0.29502 0.28838 -1.07942
*
```

## Properties
Kohn-Sham gap: 0.352 Eh

Here are the Mulliken charges for atoms 1 to 2, given in e: atom 1 (H): 0.29, atom 2 (N): -0.69

***

(B)
Density functional theory data (wB97M-V/def2-TZVPD) for a 3-piece molecular cluster, C2H8N2O3 overall.

```
! RIJCOSX wB97M-V def2-TZVPD def2/J DEFGRID3
* xyz 0 1
C -0.71987 -1.79950 0.00021
C 1.11609 -0.33994 0.42195
N 1.47458 0.02658 -0.76632
N -1.45051 1.33108 0.48666
O 2.50047 1.01625 -1.04557
O -1.42568 -1.06815 -0.89774
O 1.51878 -0.12840 1.53634
H -1.08720 -1.86510 1.01180
H -0.25862 -2.66998 -0.43529
H 0.92889 -0.14599 -1.59618
H -2.19683 1.85306 0.93170
H -0.95475 1.97129 -0.12347
H -0.80203 1.05009 1.21493
H -1.72674 -0.23277 -0.46530
H 3.08341 1.00151 -0.27373
*
```

## Properties
Kohn-Sham gap (spin up / spin down): 0.303 / 0.303 Eh

Here are the Mulliken charges for atoms 1 to 2, given in e: atom 1 (C): -0.40, atom 2 (C): 0.23

***

Energy comparison, zero being the most stable, in kcal/mol: (A) 61.1; (B) 0.0.

***

(A)
Density functional theory data (wB97M-V/def2-TZVPD) for one molecule with the formula C6H15N3.

```
! RIJCOSX wB97M-V def2-TZVPD def2/J DEFGRID3
* xyz 0 1
C -1.89378 1.76328 -1.28378
C -1.44726 0.67648 -0.64436
N -2.25042 -0.45798 -0.46642
N -0.18638 0.57152 -0.05353
N 0.66856 1.69087 -0.11324
C 0.54897 -0.68498 -0.15842
C 1.41059 -0.73423 -1.42470
C 1.40176 -0.86869 1.09989
C 0.54305 -1.02841 2.34805
H -2.91100 1.81619 -1.62505
H -1.27448 2.60974 -1.51301
H -3.21557 -0.27721 -0.70332
H -2.16519 -0.86690 0.45403
H 0.24672 2.44531 0.42191
H 0.79398 2.01782 -1.07370
H -0.19270 -1.48501 -0.21685
H 0.79715 -0.53188 -2.30063
H 2.20674 0.00342 -1.36851
H 1.85485 -1.71989 -1.53368
H 2.04196 0.00742 1.20610
H 2.03563 -1.74747 0.97232
H -0.10767 -0.16530 2.46352
H 1.16765 -1.11080 3.23413
H -0.07316 -1.92331 2.27924
*
```

## Properties
Kohn-Sham gap: 0.326 Eh

Here are the Mulliken charges for atoms 1 to 2, given in e: atom 1 (C): -1.36, atom 2 (C): 0.77

***

(B)
Density functional theory data (wB97M-V/def2-TZVPD) for C6H15N3 as an isolated structure.

```
! RIJCOSX wB97M-V def2-TZVPD def2/J DEFGRID3
* xyz 0 1
C -0.63865 0.81808 0.26133
C 1.64424 -0.30251 -0.00198
C -1.34214 -0.57115 -1.00921
C 0.31350 -2.26370 -0.29920
C -0.81800 0.38995 1.69167
C 0.02177 2.15410 0.04394
N -1.82536 0.67996 -0.55673
N 1.17357 -1.48346 0.41857
N 1.94754 -0.11869 -1.34712
H -2.70300 0.66131 -0.04481
H 1.09594 -1.55417 1.42183
H 2.23128 0.26159 0.70820
H 2.23231 0.83013 -1.54417
H 1.18111 -0.37461 -1.95800
H -0.90718 -0.54123 -2.00303
H -1.95842 -1.44613 -0.83735
H 0.55660 -2.43186 -1.33877
H -0.10718 -3.10034 0.23955
H -1.13889 -0.65289 1.76074
H 0.10024 0.50451 2.27468
H -1.58946 1.00135 2.18905
H 0.89023 2.30542 0.69024
H -0.70133 2.96282 0.23587
H 0.34128 2.27152 -0.99531
*
```

## Properties
Kohn-Sham gap (spin up / spin down): 0.264 / 0.264 Eh

Here are the Mulliken charges for atoms 1 to 2, given in e: atom 1 (C): 1.40, atom 2 (C): -0.54

***

(C)
Density functional theory data (wB97M-V/def2-TZVPD) for one molecule with the formula C6H15N3.

```
! RIJCOSX wB97M-V def2-TZVPD def2/J DEFGRID3
* xyz 0 1
C 2.44755 -1.25495 0.33186
C 1.86152 -0.47938 -0.80180
C 0.61172 0.04587 -0.94531
N 0.31813 0.77863 -2.12733
C -0.61952 -0.21782 -0.05202
C -0.58048 -1.23225 1.07923
N -1.76544 -0.43496 -0.87107
N -0.58905 1.28233 0.44150
C -1.78512 1.81139 1.06910
H 3.53594 -1.13173 0.32246
H 2.11548 -0.90304 1.31160
H 2.23098 -2.32420 0.24790
H 2.59254 -0.20804 -1.56076
H -0.17876 1.63260 -1.85875
H 1.15910 1.00452 -2.64908
H -0.24439 -2.20940 0.71352
H 0.09497 -0.93000 1.88151
H -1.57055 -1.34585 1.53640
H -1.85726 -1.41117 -1.12985
H -1.67831 0.14177 -1.70698
H 0.22343 1.45471 1.02936
H -1.62802 1.96374 2.14271
H -2.66793 1.17558 0.95643
H -2.02653 2.79167 0.63935
*
```

## Properties
Kohn-Sham gap: 0.328 Eh

Here are the Mulliken charges for atoms 1 to 2, given in e: atom 1 (C): -1.18, atom 2 (C): -0.59

***

Energy comparison, zero being the most stable, in kcal/mol: (A) 0.0; (B) 102.1; (C) 4.9.